[1]
A single C5H3NO molecule. Source: OMol25; level of theory: ωB97M-V/def2-TZVPD.

XYZ file:
```
10
Properties=species:S:1:pos:R:3:forces:R:3
C -2.85394 0.02483 -0.47030 0.775 0.356 0.341
C -1.65830 0.13791 -0.29228 -1.233 0.025 -0.246
C -0.24318 0.17040 -0.05943 -0.233 -0.145 -0.262
C 1.76060 0.54598 0.50573 0.563 -0.233 -0.318
C 1.66409 -0.74973 0.15963 0.828 -1.070 -0.003
H -3.93991 0.00303 -0.55154 0.960 -0.068 -0.035
H 2.63790 1.06987 0.85908 -0.230 0.060 -0.124
H 2.37317 -1.57649 0.08912 -0.367 0.440 0.138
N 0.54340 1.13324 0.30424 -1.096 0.327 0.382
O 0.38868 -1.02567 -0.19830 0.033 0.309 0.126
```
Forces are in eV/Å.

The value obtained for the total energy is -322.23737 a.u. The SMILES is C#Cc1ncco1. For the HOMO energy, the calculation gives -9.20 eV. Its molar mass is 93.1 g/mol. The calculation puts the LUMO energy at 0.7652 eV. The total charge is 0. The energy above the lowest of the compared OMol25 structures with the same formula, charge and spin is 142.9 kJ/mol. The calculation puts the gap between HOMO and LUMO at 9.962 eV. Its spin multiplicity is 1.

=====

[2]
A single C5H8O2 molecule. Source: OMol25; level of theory: ωB97M-V/def2-TZVPD.

XYZ file:
```
15
Properties=species:S:1:pos:R:3:forces:R:3
C 0.51886 0.19059 1.57748 -0.012 0.046 0.056
C 0.51505 -0.29976 0.13489 -0.125 0.107 0.135
O 1.62963 -1.11596 -0.09964 0.130 0.043 -0.155
C -0.88608 -0.81257 -0.32352 -0.082 -0.246 0.060
C -1.19638 0.57315 -0.95551 -0.095 0.105 -0.082
C 0.30773 0.80121 -0.90478 0.333 0.273 -0.292
O 1.10585 1.35051 -1.62086 -0.407 -0.241 0.343
H 0.54131 -0.67723 2.24450 -0.021 0.103 -0.105
H 1.40996 0.79581 1.76865 -0.115 -0.080 -0.038
H -0.37141 0.78559 1.81021 0.130 -0.086 -0.055
H 2.15168 -0.68857 -0.79539 -0.032 -0.121 0.102
H -0.77441 -1.59297 -1.08010 -0.018 0.122 0.083
H -1.55604 -1.15536 0.46902 0.124 0.066 -0.108
H -1.65032 0.61185 -1.94827 0.081 -0.010 0.146
H -1.74542 1.23373 -0.27671 0.109 -0.082 -0.089
```
Forces are in eV/Å.

The value obtained for the total energy is -345.76933 a.u. The SMILES is C[C@@]1(O)CCC1=O. For the HOMO energy, the calculation gives -9.75 eV. Its molar mass is 100.1 g/mol. The calculation puts the LUMO energy at 0.9105 eV. The total charge is 0. The energy above the lowest of the compared OMol25 structures with the same formula, charge and spin is 93.5 kJ/mol. The calculation puts the gap between HOMO and LUMO at 10.656 eV. Its spin multiplicity is 1.

=====

[3]
A molecular structure, C38H63AsCuN9O3SSi3. Source: OMol25; level of theory: ωB97M-V/def2-TZVPD.

XYZ file:
```
119
Properties=species:S:1:pos:R:3:forces:R:3
Cu -0.45124 -0.32940 -1.65442 -0.024 0.061 -0.028
C -2.18953 -3.43343 1.17612 -0.005 -0.011 0.029
N -1.76204 -3.09065 -0.16833 0.007 0.017 0.012
C -0.33334 -3.13242 -0.37780 0.016 0.016 -0.028
C -2.57228 -2.43755 -1.04777 -0.046 -0.028 -0.074
N -2.07002 -1.54955 -1.86869 0.046 -0.084 0.110
C -2.69176 -1.36518 -3.12905 0.020 0.056 -0.015
C -3.02316 -2.48477 -3.85432 -0.003 -0.008 -0.002
C -3.67384 -2.40267 -5.09586 0.002 -0.004 0.001
C -3.97610 -1.18167 -5.61324 -0.004 -0.004 0.000
C -3.59782 0.00346 -4.93518 0.003 0.004 0.001
C -3.88857 1.24877 -5.54206 -0.001 -0.002 -0.009
C -3.48056 2.40918 -4.96148 0.003 0.003 0.006
C -2.76958 2.36651 -3.75249 -0.012 0.001 -0.005
C -2.50735 1.18742 -3.09031 0.024 0.000 0.025
N -1.71539 1.24928 -1.91731 -0.006 -0.008 0.001
C -1.90564 2.25575 -1.09384 0.024 0.075 -0.055
N -0.85853 2.83083 -0.45509 -0.016 -0.038 0.006
C -0.96994 3.43703 0.85867 0.002 0.003 0.016
C 0.49916 2.69040 -0.94470 0.014 -0.006 -0.006
N -3.13949 2.77444 -0.80278 -0.006 -0.025 0.045
C -4.32600 1.95446 -0.92303 -0.009 0.003 -0.005
C -3.37712 4.20692 -0.77026 -0.002 0.005 -0.009
C -2.92183 -0.05794 -3.68026 -0.010 -0.007 -0.016
N -3.89602 -2.78207 -0.98102 -0.018 0.013 0.005
C -4.30819 -4.16842 -0.83429 -0.004 -0.002 -0.010
C -4.95032 -1.89539 -1.43094 -0.005 0.000 0.010
H -1.60370 -2.86439 1.90201 0.010 0.004 0.024
H -2.04199 -4.49764 1.37364 -0.008 0.000 -0.005
H -3.23782 -3.18888 1.31655 0.007 0.003 0.001
H -0.10838 -3.14583 -1.44119 0.004 0.001 -0.003
H 0.16799 -2.26899 0.07695 0.002 0.006 0.006
H 0.06094 -4.03752 0.08720 0.001 0.004 -0.007
H -2.77946 -3.45722 -3.44258 0.003 -0.001 0.000
H -3.92946 -3.30890 -5.62905 0.000 -0.001 0.000
H -4.48548 -1.09029 -6.56383 -0.001 0.000 0.000
H -4.41556 1.25258 -6.48734 0.000 0.000 0.000
H -3.67242 3.36272 -5.43577 0.000 0.000 0.000
H -2.38458 3.28979 -3.33617 -0.002 0.005 -0.009
H -0.26660 2.94855 1.53620 0.011 -0.003 0.003
H -1.97644 3.31414 1.24736 -0.006 -0.007 0.003
H -0.72955 4.50311 0.82601 -0.003 -0.001 -0.001
H 0.48743 2.40332 -1.99239 -0.004 0.001 0.000
H 1.04968 1.94116 -0.36843 -0.002 -0.001 0.004
H 1.01181 3.64892 -0.83924 -0.004 0.001 -0.002
H -4.05273 0.91615 -0.75500 0.002 -0.013 0.004
H -4.80465 2.04697 -1.90285 0.000 0.002 -0.003
H -5.03792 2.25676 -0.15259 0.000 0.001 -0.003
H -2.44095 4.74849 -0.87604 -0.005 0.003 0.000
H -3.85714 4.50944 0.16325 0.001 -0.001 -0.002
H -4.03178 4.48694 -1.60154 0.000 0.000 -0.001
H -3.44515 -4.80812 -0.67491 -0.006 -0.003 -0.005
H -4.81810 -4.49484 -1.74599 0.001 0.001 -0.002
H -4.99839 -4.28842 0.00396 0.000 -0.001 0.000
H -4.59101 -0.87287 -1.46321 0.002 0.008 -0.004
H -5.78168 -1.95538 -0.72535 -0.001 0.001 0.000
H -5.31337 -2.16274 -2.42723 0.001 -0.003 -0.002
C 1.03633 1.78227 6.10274 -0.003 0.004 0.001
Si 1.68813 2.13195 4.37067 0.002 -0.004 0.008
C 1.13374 3.83669 3.82745 0.008 -0.001 0.008
C 3.56033 2.12268 4.39994 -0.005 0.007 0.001
As 0.99478 0.56430 2.73699 0.001 0.038 -0.013
Si 2.21945 -1.29266 3.53115 -0.010 0.010 -0.020
C 1.60035 -2.87064 2.72905 -0.005 -0.021 0.007
C 2.21730 -1.52007 5.38671 0.001 -0.015 -0.007
C 3.98691 -1.03431 2.91839 -0.001 0.014 0.002
Si -1.26872 0.20910 3.32012 0.016 0.000 -0.003
C -1.99532 1.70799 4.17831 0.002 0.003 0.006
C -2.22779 -0.00452 1.70594 -0.015 0.046 -0.031
C -1.52281 -1.25641 4.46021 -0.007 -0.020 -0.013
H 1.86629 1.73662 6.81154 -0.004 0.002 0.004
H 0.49047 0.84168 6.17575 0.007 -0.011 -0.006
H 0.37070 2.58372 6.42953 0.000 -0.004 0.005
H 1.51786 4.57379 4.53807 -0.005 0.005 -0.004
H 0.04779 3.93682 3.80630 -0.012 -0.005 -0.001
H 1.52615 4.08927 2.84060 0.001 0.000 -0.004
H 3.90330 2.94746 5.03078 0.009 -0.004 -0.002
H 3.98657 2.26260 3.40510 -0.002 -0.002 -0.003
H 3.96425 1.20059 4.81903 0.005 -0.015 -0.001
H 0.56031 -3.10072 2.96282 0.003 0.009 -0.014
H 2.21217 -3.70143 3.09264 -0.008 -0.008 -0.006
H 1.70893 -2.83440 1.64375 0.011 0.008 0.005
H 1.21371 -1.70758 5.77070 -0.006 0.002 0.005
H 2.62509 -0.65463 5.91020 -0.003 0.011 0.002
H 2.83785 -2.38467 5.63899 0.001 0.004 0.007
H 4.34288 -1.94392 2.42725 0.005 -0.003 0.001
H 4.67107 -0.81694 3.73958 0.001 0.008 0.007
H 4.05705 -0.20834 2.20805 -0.003 0.002 0.007
H -1.89271 2.61395 3.57984 0.004 0.009 -0.007
H -1.54693 1.89057 5.15494 0.000 -0.003 -0.006
H -3.06470 1.53445 4.33160 0.001 0.002 0.001
H -1.61772 -0.31900 0.85462 0.043 -0.103 0.054
H -2.67262 0.95569 1.42810 0.009 0.016 0.005
H -3.04905 -0.71641 1.82531 -0.004 0.009 -0.011
H -1.09853 -1.04506 5.44382 0.003 -0.001 0.005
H -1.07374 -2.18140 4.09751 -0.005 0.009 0.004
H -2.59363 -1.43258 4.59571 0.000 -0.004 0.001
O 9.33431 0.84553 -5.40716 0.055 0.094 0.011
S 7.92803 0.49844 -5.48226 -0.120 -0.249 -0.120
O 7.65104 -0.53073 -6.45689 0.021 0.054 0.076
O 7.13467 1.69649 -5.70621 0.041 0.094 0.016
C 7.43574 -0.16746 -3.88658 0.027 -0.018 0.012
N 8.39499 -0.64443 -3.12039 -0.005 0.009 0.004
C 7.98377 -1.16190 -1.96450 0.002 0.006 0.003
C 6.64855 -1.18434 -1.59817 -0.003 -0.014 0.010
C 5.73318 -0.65059 -2.49660 -0.001 0.015 -0.003
N 6.13872 -0.14418 -3.66122 -0.017 0.019 -0.007
C 4.27016 -0.60740 -2.24233 -0.021 -0.006 -0.016
C 3.38765 -0.47072 -3.30800 0.011 -0.018 0.001
C 2.03182 -0.42008 -3.05581 0.003 -0.002 -0.004
N 1.51520 -0.48354 -1.81975 -0.017 -0.023 0.011
C 2.36693 -0.60556 -0.79507 -0.018 0.029 0.015
C 3.73667 -0.67664 -0.96179 0.024 -0.013 0.013
H 8.75080 -1.56999 -1.31767 0.001 -0.001 -0.001
H 6.34463 -1.62129 -0.65827 -0.006 0.002 -0.001
H 3.76051 -0.39964 -4.31931 -0.003 0.001 -0.003
H 1.32318 -0.31939 -3.86810 0.002 0.002 0.000
H 1.93271 -0.61389 0.19791 -0.003 -0.012 -0.004
H 4.36421 -0.75555 -0.08435 -0.001 -0.002 -0.017
```
Forces are in eV/Å.

The value obtained for the total energy is -7347.12612 a.u. For the HOMO energy (spin up / spin down), the calculation gives -9.59 / -9.59 eV. Its molar mass is 948.8 g/mol. The calculation puts the LUMO energy (spin up / spin down) at -3.0176 / -5.8420 eV. The total charge is +1. The calculation puts the gap between HOMO and LUMO (spin up / spin down) at 6.573 / 3.749 eV. Its spin multiplicity is 2.

=====

[4]
A single C4H4S3 molecule. Source: OMol25; level of theory: ωB97M-V/def2-TZVPD.

XYZ file:
```
11
Properties=species:S:1:pos:R:3:forces:R:3
C -1.32811 0.20207 -0.16228 -0.454 -0.293 -0.283
C 0.05990 -0.30662 -0.03198 0.347 -0.486 0.246
C 0.28525 -1.46043 0.61770 0.435 0.108 -0.143
C 1.16155 0.47313 -0.63855 0.283 0.382 0.061
H -0.36754 2.23893 0.58022 -0.250 -0.144 -0.117
H 1.29570 -1.86612 0.73273 -0.326 0.329 -0.140
H -0.51639 -2.03564 1.05156 -0.208 0.059 -0.013
H 0.85467 1.25677 -1.34366 -0.080 -0.327 0.127
S -1.59316 1.90387 0.10614 0.203 0.077 0.121
S -2.59943 -0.74533 -0.57811 0.476 0.398 0.195
S 2.74757 0.33936 -0.33377 -0.426 -0.104 -0.055
```
Forces are in eV/Å.

The value obtained for the total energy is -1349.31530 a.u. The SMILES is C=C(C=S)C(=S)S. For the HOMO energy, the calculation gives -8.98 eV. Its molar mass is 148.3 g/mol. The calculation puts the LUMO energy at -1.3255 eV. The total charge is 0. The energy above the lowest of the compared OMol25 structures with the same formula, charge and spin is 101.5 kJ/mol. The calculation puts the gap between HOMO and LUMO at 7.651 eV. Its spin multiplicity is 1.

=====

> The highest molar mass belongs to which entry?

C38H63AsCuN9O3SSi3